Entry 1:
Entry from OMol25: the molecule C4H7N3 in a non-equilibrium geometry (ωB97M-V/def2-TZVPD).

CARTESIAN COORDINATES (ANGSTROEM)
N -0.92858 -0.21827 -2.17907
N -0.56512 0.05340 1.44959
N 1.90167 0.37027 1.62365
C -1.26340 -0.34996 0.25523
C 0.82720 0.41548 -0.40140
C -0.50331 -0.18532 -0.84422
C 0.74186 0.33456 1.08444
H -1.78210 -0.74625 -2.33082
H -2.31206 -0.63720 0.33133
H 2.01070 0.45884 2.61679
H 0.91699 1.44099 -0.77447
H -0.20669 -0.53333 -2.81183
H -0.72503 -0.46279 2.30380
H 1.88786 0.05958 -0.32302

Forces on atoms 1 to 3 (eV/Å):
0.180 -0.198 0.076
0.237 0.053 0.193
-0.288 0.579 0.652

Results
Total energy: -8730.3481 eV
Multiplicity: 1
Frontier orbital gap: 8.6 eV
M: 97.12 g mol⁻¹
E_HOMO: -7.55 eV
Charge: 0
LUMO: 1.0146 eV
SMILES: [H]/N=C1/CC(N)=CN1

Entry 2:
Entry from OMol25: the molecule C4H7N3 in a non-equilibrium geometry (ωB97M-V/def2-TZVPD).

CARTESIAN COORDINATES (ANGSTROEM)
N -2.04356 0.12797 0.99147
N -2.30482 -1.88114 -1.85156
N 0.02337 -0.68950 0.30066
C 1.75526 0.86204 -0.40479
C -1.88643 -1.35917 -0.90769
C -1.33798 -0.59869 0.21869
C 0.83589 0.43823 0.73622
H 0.45662 -1.29224 -0.37827
H 2.41926 0.03784 -0.69397
H 1.41141 0.18008 1.63246
H -3.02845 0.07814 0.74616
H 0.14511 1.23828 1.01498
H 2.38602 1.70825 -0.12026
H 1.16829 1.14991 -1.28410

Forces on atoms 1 to 3 (eV/Å):
0.043 -0.138 -0.216
0.375 0.425 0.964
-0.084 -0.057 -0.092

Results
Total energy: -8731.1418 eV
Multiplicity: 1
Frontier orbital gap: 10.5 eV
M: 97.12 g mol⁻¹
E_HOMO: -9.72 eV
Charge: 0
LUMO: 0.7800 eV
SMILES: [H]/N=C(\C#N)NCC

Entry 3:
Entry from OMol25: a structure of composition C4H7N3 in a non-equilibrium geometry (ωB97M-V/def2-TZVPD).

CARTESIAN COORDINATES (ANGSTROEM)
N -3.27925 0.00873 -0.01316
N 0.40088 0.18481 -0.47462
N 1.43162 -0.74051 0.12843
C -1.96292 -0.09492 -0.10570
C 2.67562 -0.35433 -0.09995
C -0.63165 -0.75444 0.15079
C 0.51684 1.45513 0.15117
H 2.74953 0.88578 -0.69310
H -0.36185 1.78278 0.43559
H 0.68562 1.02152 1.35084
H 1.24698 2.30264 -0.23145
H -0.84572 -1.72882 -0.64324
H 3.62710 -0.86291 0.48999
H -0.56171 -1.08076 1.22897

Forces on atoms 1 to 3 (eV/Å):
12.422 -0.542 -1.161
0.936 -4.615 1.073
5.461 1.788 -2.176

Results
Total energy: -8723.8144 eV
Multiplicity: 1
Frontier orbital gap: 10.3 eV
M: 97.12 g mol⁻¹
E_HOMO: -9.84 eV
Charge: 0
LUMO: 0.4663 eV

Entry 4:
Entry from OMol25: a structure of composition C4H7N3 (ωB97M-V/def2-TZVPD).

CARTESIAN COORDINATES (ANGSTROEM)
N 1.59804 -0.56395 -0.60943
N 0.34187 -0.90325 -1.17301
N -0.92546 1.40164 -0.90427
C -0.48511 0.41897 -0.19080
C -1.42615 -0.23606 0.78420
C 1.17361 0.54369 0.30875
C 1.62772 -0.71213 0.73042
H 1.32003 -1.54288 1.35235
H 0.35761 -0.53303 -2.12672
H -1.05431 -1.20073 1.12587
H -0.20923 1.77652 -1.52806
H -1.56456 0.41788 1.64814
H -2.39139 -0.38498 0.30092
H 1.63732 1.51830 0.28165

Forces on atoms 1 to 3 (eV/Å):
0.082 0.141 -0.388
-0.024 0.312 0.364
-0.062 -0.126 -0.283

Results
Total energy: -8724.8035 eV
Multiplicity: 1
Frontier orbital gap (spin up / spin down): 7.4 / 8.3 eV
M: 97.12 g mol⁻¹
E_HOMO (spin up / spin down): -8.65 / -9.06 eV
Charge: 0
LUMO (spin up / spin down): -1.2819 / -0.7151 eV